Record 1
Computed, not measured: an isolated ion of composition C3H10N and charge +1, with ωB97M-V with the def2-TZVPD basis set.

Cartesian coordinates (Å):
1 H 0.461 1.203 -0.951
2 H -0.440 -0.716 1.247
3 H -1.928 0.735 -0.911
4 H 2.621 0.418 0.064
5 C 0.628 0.520 -0.096
6 H 2.302 -0.728 -0.919
7 H -2.056 0.798 0.796
8 N 1.878 -0.189 -0.092
9 C -1.953 0.142 -0.044
10 C -0.601 -0.490 0.213
11 H -2.729 -0.699 -0.176
12 H 0.600 1.096 0.771
13 H -0.411 -1.325 -0.574
14 H 1.628 -0.766 0.672

Output
F_max in hartree/bohr: 0.0891
Relative energy (zero: lowest compared OMol25 entry of this formula, charge and spin) in eV: 1.5202
LUMO energy in eV: -3.9
HOMO energy in eV: -16.00
SMILES string: CCC[NH3+]
Net charge: +1
Kohn-Sham gap in eV: 12.12
Molar mass in g mol⁻¹: 60.1

Atom charges from the Löwdin analysis, given in e for atoms 1 to 8: 0.151 0.101 0.058 0.144 -0.175 0.233 0.077 0.188


Record 2
Computed, not measured: a 11-piece molecular cluster, C54H128N6O11 overall, with ωB97M-V with the def2-TZVPD basis set.

Cartesian coordinates (Å):
1 O 1.643 10.576 -2.145
2 H -0.923 10.679 -5.214
3 H -3.885 5.775 -6.696
4 O -1.184 9.805 -11.992
5 H 0.231 11.389 -13.491
6 H -2.492 1.735 0.424
7 C -3.874 11.582 -1.566
8 H 0.885 6.178 -3.354
9 H 0.317 7.167 -0.858
10 H -2.940 3.140 -10.632
11 H -4.605 6.349 -11.648
12 H -6.867 7.216 -2.442
13 C -0.535 10.306 -4.267
14 C -8.197 -0.213 -0.277
15 C 1.395 11.168 -8.851
16 C -2.420 6.867 1.357
17 H -10.273 7.763 -6.610
18 C -3.321 2.430 0.294
19 H -1.587 6.258 1.006
20 C -7.161 0.200 -1.424
21 H -1.065 -0.306 -1.286
22 H -7.664 8.315 -1.349
23 C 0.925 9.925 -4.344
24 C -9.323 9.094 -5.145
25 H 1.458 11.430 -5.894
26 H -0.752 8.073 -2.028
27 H -9.446 5.541 -3.332
28 C 0.222 8.009 -1.544
29 C -4.147 7.244 -5.485
30 H -0.631 6.849 3.595
31 H 2.747 6.798 -1.426
32 C -1.294 1.255 -3.419
33 C -6.566 3.348 -5.805
34 H -10.003 0.702 -0.788
35 H -2.924 11.769 -1.066
36 H -2.861 6.207 -4.045
37 H -4.009 5.020 -12.553
38 H -4.429 5.401 -4.327
39 C -8.782 2.050 0.379
40 H -10.952 6.506 -4.766
41 C 2.751 7.846 -1.724
42 C -4.407 5.280 -11.572
43 H 1.844 11.786 -8.074
44 H -3.349 7.378 3.181
45 H -5.756 8.019 -6.842
46 C 0.658 11.888 -12.621
47 H 3.643 7.880 -2.350
48 H 0.138 12.804 -12.341
49 C -7.818 2.629 -0.764
50 C -3.921 6.362 -4.247
51 C -0.062 8.533 -9.573
52 H -8.288 1.983 1.348
53 C 1.467 8.144 -2.486
54 H -9.299 4.056 -1.708
55 H -0.458 10.636 -7.663
56 H -1.867 10.438 -12.228
57 H -0.634 11.852 -8.658
58 H -2.476 5.432 -10.604
59 H -11.002 10.227 -6.017
60 C -5.572 7.368 -5.987
61 H -8.084 6.610 -1.293
62 H -4.980 2.204 -1.665
63 C -3.471 5.040 -10.393
64 H -8.022 6.105 -4.229
65 H -1.152 9.467 -3.947
66 H -10.640 7.084 -1.822
67 C 0.823 10.963 -11.429
68 C 1.382 7.107 -3.632
69 H 2.163 8.846 -5.678
70 H -6.512 3.591 0.689
71 H -3.147 2.868 2.446
72 H 0.836 12.672 -10.188
73 H -7.374 10.050 -3.034
74 C -5.834 -0.628 -1.294
75 H -4.523 9.902 -0.386
76 H -0.760 11.165 -3.635
77 H -0.578 7.836 -8.912
78 C -0.741 9.866 -9.669
79 C -2.246 9.823 -9.370
80 H -1.306 3.330 -2.995
81 H 2.749 11.139 -4.802
82 H 0.536 2.808 -4.101
83 H -0.287 1.038 -3.063
84 C -2.430 6.876 2.879
85 H -0.486 7.672 -4.500
86 H -7.312 4.097 -6.074
87 N -6.813 1.591 -1.201
88 H -2.756 10.748 -9.639
89 N -8.571 8.811 -3.828
90 H -5.346 -0.450 -0.336
91 H -6.128 7.773 -5.142
92 H -3.290 6.113 -1.738
93 C -9.331 0.668 0.070
94 H 1.421 9.176 -12.605
95 H 2.573 10.812 -2.139
96 H 0.208 8.889 -0.900
97 C -2.067 -0.172 -1.696
98 H -3.886 5.627 -9.573
99 C 1.792 9.831 -11.816
100 H -0.117 7.855 -10.425
101 C -10.695 9.788 -5.068
102 C -1.358 2.681 -3.869
103 O -3.451 3.698 -10.041
104 C -8.303 9.980 -5.989
105 H -2.271 -1.089 -2.249
106 H -2.265 7.866 0.949
107 H -5.027 -0.393 -1.988
108 C -9.017 6.380 -3.880
109 H -2.323 4.019 1.430
110 H -0.117 2.497 -5.549
111 H -3.314 6.395 0.951
112 H -7.381 9.444 -6.215
113 H -10.640 10.597 -4.340
114 H 1.588 12.323 -12.987
115 H -8.133 3.393 -2.815
116 H 2.477 11.941 -10.487
117 H -11.108 8.337 -3.013
118 H -9.610 2.750 0.493
119 H -2.621 8.948 -9.901
120 H -6.259 2.615 -7.733
121 H -4.210 1.801 0.251
122 C -7.802 -0.091 -2.754
123 H -9.498 2.464 -2.279
124 H -4.895 2.318 -6.643
125 C 1.662 11.209 -4.847
126 H -4.831 5.330 -1.870
127 H -10.276 8.665 -1.526
128 H -2.727 -0.198 -0.829
129 H -3.454 7.199 -7.384
130 H -6.622 4.370 -0.992
131 O -5.174 9.816 -2.289
132 O -4.476 7.041 -3.102
133 C 0.541 7.541 -4.841
134 H 3.007 8.515 -0.903
135 H -5.363 4.759 -11.635
136 H 1.536 12.106 -4.241
137 C -5.620 3.063 -6.972
138 H -2.661 2.667 -1.524
139 H 0.557 8.954 -6.312
140 H -7.044 2.394 -5.582
141 O -3.168 3.197 -0.905
142 H -7.980 10.900 -5.501
143 H -1.471 0.554 -4.234
144 C -4.144 10.131 -1.382
145 H -7.868 4.557 0.312
146 C -7.823 7.429 -1.964
147 H -7.081 0.085 -3.552
148 H -2.528 5.846 3.221
149 H 2.367 6.737 -3.916
150 H -11.558 9.174 -4.812
151 H -7.674 -0.462 0.646
152 H -8.713 -1.140 -0.527
153 H -8.096 -1.131 -2.892
154 N 1.657 9.529 -3.087
155 H -3.308 9.435 -1.453
156 H -4.839 9.120 -2.859
157 H -4.109 3.993 1.518
158 C -9.469 7.760 -5.874
159 H -2.353 9.671 -8.296
160 O -2.237 1.034 -2.379
161 O -1.314 7.495 3.402
162 H 1.944 10.226 -8.860
163 H -9.863 0.290 0.943
164 H -6.146 3.680 -4.856
165 N -3.366 6.629 -6.555
166 O -5.022 4.240 -7.425
167 C -8.728 3.155 -1.934
168 N -0.536 10.464 -10.992
169 H -2.704 3.935 -5.135
170 H 2.717 10.290 -12.164
171 C -3.206 3.383 1.487
172 H -4.445 4.035 -8.165
173 H -8.650 0.531 -3.038
174 C -9.903 6.529 -5.063
175 H -3.722 8.246 -5.435
176 O -8.331 9.987 -3.068
177 C -2.669 2.941 -4.689
178 H -4.660 7.022 -1.113
179 H -3.833 11.913 -2.604
180 N -0.225 3.059 -4.716
181 H -6.018 6.412 -6.258
182 C -10.312 7.970 -2.365
183 C 1.113 8.822 -5.384
184 C 1.427 11.759 -10.257
185 H 2.112 9.208 -10.980
186 H 0.982 8.565 -9.264
187 H -4.667 12.169 -1.102
188 C -7.133 3.899 -0.152
189 C -4.353 6.309 -1.878
190 H -2.825 2.302 -5.558
191 C -0.108 10.897 -8.662
192 O -5.844 2.109 -2.074
193 H -8.561 7.573 -6.446
194 C -8.914 7.658 -3.021
195 H -5.989 -1.667 -1.586
196 H 0.388 6.787 -5.614
197 H -8.680 10.295 -6.962
198 H -3.528 2.807 -4.031
199 H -9.776 5.647 -5.691

Output
F_max in hartree/bohr: 0.0619
Relative energy (zero: lowest compared OMol25 entry of this formula, charge and spin) in eV: 3.0994
LUMO energy in eV: 0.4
HOMO energy in eV: -7.57
SMILES string: CC1(C)CCCC(C)(C)N1O.CC1(C)CCCC(C)(C)N1O.CC1(C)CCCC(C)(C)N1O.CC1(C)CCCC(C)(C)N1O.COC[C@H](C)N.COC[C@H](C)N.CCO.CCO.CCO.CCO.CCO
Net charge: 0
Kohn-Sham gap in eV: 7.97
Molar mass in g mol⁻¹: 1037.6

Atom charges from the Löwdin analysis, given in e for atoms 1 to 8: -0.018 0.078 0.023 -0.011 0.084 0.101 -0.086 0.109


Record 3
Computed, not measured: a single C11H8Br3N5OS molecule, with ωB97M-V with the def2-TZVPD basis set.

Cartesian coordinates (Å):
1 C -0.350 0.620 -0.935
2 C -2.357 1.033 0.469
3 H -2.944 1.394 1.140
4 C -1.203 1.419 -0.208
5 N 0.643 1.198 -1.707
6 H -2.199 -2.042 -1.026
7 Br -0.732 3.172 0.498
8 C 3.184 -1.784 1.720
9 S 2.143 -2.805 2.028
10 O 0.784 -0.342 1.272
11 N 4.369 0.166 0.499
12 C 1.960 -0.101 0.702
13 H 4.741 -3.116 2.163
14 C -2.746 -0.527 0.000
15 C 2.242 1.217 0.259
16 H 4.617 3.061 -0.002
17 H 5.304 -1.470 1.039
18 H 5.765 1.933 -0.725
19 N 4.586 -2.126 1.719
20 C -2.107 -1.044 -0.828
21 C -0.900 -0.419 -1.235
22 N 3.175 -0.645 0.990
23 C 4.763 2.150 -0.567
24 H 4.348 2.151 -1.660
25 Br -4.420 -1.083 0.907
26 N 1.782 1.517 -1.385
27 Br 0.229 -1.634 -2.259
28 H 1.990 2.236 0.559
29 C 3.979 1.168 0.007

Output
F_max in hartree/bohr: 0.3883
LUMO energy in eV: -0.6
HOMO energy in eV: -8.36
SMILES string: CC1=NN(C(N)=S)C(=O)[C@@H]1/N=N\c1c(Br)cc(Br)cc1Br
Net charge: 0
Kohn-Sham gap in eV: 7.75
Molar mass in g mol⁻¹: 498.0

Atom charges from the Löwdin analysis, given in e for atoms 1 to 8: -0.515 -0.032 0.004 -0.533 0.034 0.092 0.756 -1.017


Which of these has the lowest HOMO energy?
C3H10N